Below is a molecular structure, C4H9NO, with properties calculated with wB97M-V/def2-TZVPD.

The geometry in XYZ format:
```
15
Properties=species:S:1:pos:R:3:forces:R:3:mulliken_charge:R:1
C 1.3333 -1.0565 1.1815 0.3331 -0.2022 0.2006 -0.8454
N -0.1230 -1.0683 -0.0251 -0.3317 -0.0917 -0.0544 -0.4947
C 0.5289 0.4116 0.4933 0.0878 0.4088 0.0860 -0.4212
C -0.8779 0.1022 0.1088 -0.0393 0.0013 -0.0592 0.0171
C -1.3710 0.7455 -1.1887 -0.2307 0.0782 0.1651 -0.6041
O -0.3733 0.8115 -2.1749 0.1011 -0.2561 -0.0824 -0.5556
H 2.2807 -0.5149 1.3050 -0.1315 -0.0309 -0.0216 0.3022
H 0.8699 -1.2047 2.1577 0.0650 0.0114 -0.1991 0.3023
H 1.5690 -2.0122 0.7228 -0.0490 0.2229 -0.0221 0.3308
H 0.5772 0.8591 1.4853 -0.0376 -0.0994 -0.0911 0.2691
H 1.1295 0.8902 -0.2739 -0.0894 -0.1073 0.1813 0.3759
H -1.6296 0.1616 0.9155 0.1052 0.0042 -0.1063 0.4090
H -1.7067 1.7685 -0.9868 0.0598 -0.1134 -0.0337 0.3084
H -2.2451 0.1739 -1.5416 0.1400 0.0801 0.0534 0.2525
H 0.0380 -0.0675 -2.1790 0.0172 0.0939 -0.0164 0.3537
```
Positions in Å, forces in eV/Å.

Summary:
HOMO level	-0.3059	Ha
charge	0
relative energy (zero: lowest compared OMol25 entry of this formula, charge and spin)	141.08	kcal per mole

=====

Below is a single C4H9NO molecule, with properties calculated with wB97M-V/def2-TZVPD.

The geometry in XYZ format:
```
15
Properties=species:S:1:pos:R:3:forces:R:3:mulliken_charge:R:1
C -1.2365 -0.5744 0.3690 -0.0779 -0.1771 0.0348 -1.0352
N -0.1900 0.1498 -0.3049 -0.1352 -0.0794 -0.1471 0.1078
C -0.5772 1.5090 -0.5888 0.0436 0.1092 -0.1046 -0.9209
C 1.0960 -0.4752 -0.5188 -0.1458 0.1914 0.0800 -0.4593
C 1.6613 -0.8479 0.8521 0.0638 0.2442 0.2575 -0.0074
O 1.8721 -0.0146 1.6960 0.0849 -0.3837 -0.1538 -0.4664
H -2.0568 -0.8353 -0.3191 0.0536 -0.0780 0.1101 0.3139
H -1.6803 0.0323 1.1774 0.1806 -0.1325 -0.1517 0.3319
H -0.8631 -1.4934 0.8303 -0.0424 0.0485 -0.1367 0.3066
H -1.0203 1.9742 0.3105 0.2315 -0.0992 -0.1584 0.2774
H 0.2538 2.1441 -0.9047 0.0204 -0.2522 -0.0218 0.2902
H -1.3649 1.5459 -1.3625 0.2063 0.0535 0.0235 0.3196
H 1.7967 0.2178 -1.0026 -0.2426 0.0511 0.1993 0.3318
H 1.0946 -1.3840 -1.1596 -0.3985 0.3232 0.1954 0.2371
H 1.7878 -1.9330 1.0735 0.1579 0.1808 -0.0266 0.3731
```
Positions in Å, forces in eV/Å.

Summary:
HOMO level	-0.2954	Ha
charge	0
SMILES	CN(C)CC=O
relative energy (zero: lowest compared OMol25 entry of this formula, charge and spin)	52.10	kcal per mole

=====

Below is a single C4H9NO molecule, with properties calculated with wB97M-V/def2-TZVPD.

The geometry in XYZ format:
```
15
Properties=species:S:1:pos:R:3:forces:R:3:mulliken_charge:R:1
C 0.9967 -0.9159 -0.6705 0.0136 -0.0771 -0.1518 -0.9488
N 0.1336 -0.3106 0.3253 -0.0666 0.1513 0.0101 0.1050
C 0.3921 -0.5617 1.7288 0.0812 -0.0197 0.1402 -0.8297
C -0.3426 0.9563 -0.0030 -0.1501 0.1293 0.1565 0.4979
O -0.1573 1.9347 0.6919 -0.2362 -0.3316 -0.0287 -0.5896
C -1.2908 0.9814 -1.1877 -0.0227 0.0618 -0.1067 -1.0579
H 0.8840 -2.0057 -0.6996 -0.0149 0.1741 -0.0133 0.2994
H 0.7327 -0.4846 -1.6405 0.0691 -0.3171 0.0362 0.3530
H 2.0585 -0.6758 -0.5082 -0.1510 -0.0314 0.1225 0.3269
H 1.2355 0.0036 2.1435 -0.0103 -0.0666 -0.1158 0.2998
H 0.5662 -1.6342 1.8659 0.0352 0.1730 -0.0532 0.3049
H -0.5087 -0.2923 2.2897 0.2333 -0.0052 -0.0191 0.2783
H -2.2550 1.2577 -0.7481 0.0801 0.0058 -0.1342 0.3050
H -1.4093 0.0042 -1.6612 0.0929 0.1918 0.0420 0.3748
H -1.0356 1.7429 -1.9264 0.0466 -0.0385 0.1153 0.2812
```
Positions in Å, forces in eV/Å.

Summary:
HOMO level	-0.3356	Ha
charge	0
SMILES	CC(=O)N(C)C
relative energy (zero: lowest compared OMol25 entry of this formula, charge and spin)	22.12	kcal per mole

=====

Below is 2 unconnected molecules or ions with the total composition C4H9NO, with properties calculated with wB97M-V/def2-TZVPD.

The geometry in XYZ format:
```
15
Properties=species:S:1:pos:R:3:forces:R:3:lowdin_spin:R:1
C 0.1926 1.7083 -2.4426 3.4136 -0.5173 0.3294 0.0645
C -0.1258 0.8897 -1.2365 -2.4304 -0.2880 -1.9455 0.3141
C 0.7908 0.1975 -0.4587 -1.8831 0.6412 2.7913 0.2114
N 0.2801 -0.4787 0.6948 1.1603 2.0771 -3.8555 0.3135
C 0.1256 -1.7062 0.6510 2.0917 -3.2382 1.1834 0.0212
H 1.1150 2.2878 -2.1519 -0.4694 -0.5397 -0.5440 0.0120
H -0.4765 2.4408 -2.7483 -1.9612 1.0343 0.0444 0.0045
H 0.4552 1.2205 -3.4416 -0.1644 -0.1893 1.5204 0.0269
H -1.2599 0.7431 -1.0899 1.9676 0.1488 0.4268 0.0062
H 1.8514 0.3736 -0.4932 0.3494 -0.0620 -0.0850 0.0059
H 0.6108 -2.3340 -0.1289 -0.9926 0.5773 -0.1723 0.0139
H -0.0150 -2.2932 1.5506 -1.0913 0.2658 0.3367 0.0027
H -1.8507 -1.0841 4.2455 0.6659 0.0853 -0.4555 0.0000
H -0.7240 -0.6469 3.1560 -1.0540 -1.4802 2.2828 0.0012
O -0.9696 -1.3182 3.8937 0.3980 1.4850 -1.8574 0.0020
```
Positions in Å, forces in eV/Å.

Summary:
HOMO level (alpha / beta)	-0.5328 / -0.5327	Ha
charge	+1
spin multiplicity	2
relative energy (zero: lowest compared OMol25 entry of this formula, charge and spin)	61.52	kcal per mole

=====

Below is a gas-phase ion, C4H9NO2 (charge -2), with properties calculated with wB97M-V/def2-TZVPD.

The geometry in XYZ format:
```
16
Properties=species:S:1:pos:R:3:forces:R:3:mulliken_charge:R:1
C -0.2040 -0.0451 0.1859 -0.1391 1.3792 -0.7079 -0.5643
C 1.2057 -0.6475 0.2365 0.0112 1.7349 0.5141 -0.4197
C 2.2516 0.2574 1.1190 -0.8029 -0.6876 -0.1798 -0.2531
O 3.4832 0.3932 0.6255 0.2282 -0.0177 -0.2536 -0.9015
N -1.0125 -0.3115 -1.0255 0.6383 0.0175 0.2498 -0.3796
C -2.3375 0.4266 -1.1598 -0.2489 -0.6589 1.6194 -0.3640
O -3.3367 0.0742 -0.3273 0.0344 -0.3066 0.0011 -0.9526
H -0.1118 1.0758 0.1650 -0.0056 -0.8010 0.4295 0.2939
H -0.7142 -0.3562 1.0929 -0.4379 0.2366 0.3861 0.1288
H 1.1277 -1.6153 0.7154 0.3339 -0.6415 -0.3587 0.3511
H 1.6269 -0.6191 -0.7567 0.2365 -0.5254 -0.3792 0.2204
H 1.6887 1.2400 1.2442 0.2744 -0.4082 0.2442 0.1370
H 2.2562 -0.2952 2.1136 -0.2081 0.4968 0.0841 0.0425
H -1.1977 -1.3112 -1.0102 -0.4714 0.0813 -0.2189 0.2094
H -2.5763 0.2165 -2.1996 -0.1812 0.1454 -0.9874 0.2364
H -2.1494 1.5175 -1.0190 0.7380 -0.0447 -0.4427 0.2154
```
Positions in Å, forces in eV/Å.

Summary:
HOMO level	0.0220	Ha
charge	-2
SMILES	[O-]CCCNC[O-]
relative energy (zero: lowest compared OMol25 entry of this formula, charge and spin)	8.78	kcal per mole

=====

Below is a molecular structure, C4H9NO2, with properties calculated with wB97M-V/def2-TZVPD.

The geometry in XYZ format:
```
16
Properties=species:S:1:pos:R:3:forces:R:3:mulliken_charge:R:1
C -2.3922 0.7576 0.9139 -0.1064 -0.6527 -0.4291 -1.0907
C -1.5032 -0.3672 0.2168 -0.3523 -1.5766 -0.7774 -0.2997
N -0.3643 0.2759 -0.3639 0.5709 -0.2392 0.0145 -0.1504
C 0.6884 -0.5920 -0.3540 0.4727 0.8264 0.6414 0.6445
O 0.9101 -1.3405 0.5734 -0.0035 -0.2425 -0.7062 -0.6036
O 1.5303 -0.4063 -1.3887 0.0957 0.2264 0.0364 -0.3619
C 2.7978 -0.0883 -0.8151 0.5910 0.1302 -0.0045 -0.6782
H -2.6276 1.6603 0.3251 0.0543 -0.6579 -0.2409 0.3042
H -3.3163 0.3748 1.3487 -0.0178 -0.0919 -0.2338 0.3362
H -1.8057 1.1495 1.7755 -0.0177 -0.5550 -0.6372 0.2995
H -1.1804 -1.0054 1.0128 0.4461 0.2895 0.7482 0.3037
H -1.4860 -1.4498 -0.6025 -2.4309 3.0415 1.8055 0.2206
H -0.5359 0.8514 -1.1824 0.2725 -0.4719 0.0680 0.2506
H 3.4076 0.3035 -1.6221 0.1365 -0.0493 0.0228 0.2321
H 2.6335 0.6821 -0.0514 0.2842 -0.0476 -0.1444 0.3271
H 3.2524 -0.9601 -0.3420 0.0049 0.0708 -0.1634 0.2659
```
Positions in Å, forces in eV/Å.

Summary:
HOMO level	-0.3487	Ha
charge	0
relative energy (zero: lowest compared OMol25 entry of this formula, charge and spin)	67.77	kcal per mole

=====

Below is a molecular structure, C4H9NO2, with properties calculated with wB97M-V/def2-TZVPD.

The geometry in XYZ format:
```
16
Properties=species:S:1:pos:R:3:forces:R:3:mulliken_charge:R:1
C -2.5522 0.8254 0.8537 0.0184 -0.1606 -0.3679 -1.0390
C -1.8003 -0.4615 0.5351 1.8490 0.6606 -1.3696 -0.4414
N -0.5134 -0.1266 -0.6591 0.3673 0.9080 0.8834 -0.3436
C 0.7565 -0.5393 -0.3816 -0.0860 0.1099 0.3712 0.7172
O 1.0500 -1.4833 0.3213 -0.0758 0.4394 -0.2020 -0.5919
O 1.6518 0.2768 -0.9763 0.0073 -0.0529 -0.0944 -0.3651
C 3.0102 -0.0163 -0.6700 0.3268 -0.0682 -0.0102 -0.5973
H -3.1056 1.2171 -0.0015 0.0627 0.0069 0.0114 0.2981
H -3.2951 0.6476 1.6488 0.2856 -0.2355 -0.2806 0.3439
H -1.8840 1.6147 1.2392 -0.0997 -0.3145 -0.2097 0.2904
H -1.2069 -0.7672 1.4046 -0.0814 -0.3904 -0.5728 0.2070
H -1.5663 -0.9965 -0.4980 -2.6845 -1.0244 1.5979 0.5083
H -0.6547 0.6217 -1.3232 0.1353 0.1603 0.3092 0.2351
H 3.5935 0.7388 -1.1971 -0.0209 -0.1380 0.0778 0.2227
H 3.1832 0.0486 0.4083 -0.0253 -0.0090 -0.1770 0.2798
H 3.2740 -1.0192 -1.0116 0.0213 0.1082 0.0335 0.2757
```
Positions in Å, forces in eV/Å.

Summary:
HOMO level	-0.3346	Ha
charge	0
relative energy (zero: lowest compared OMol25 entry of this formula, charge and spin)	89.26	kcal per mole

=====

Below is a single C4H9NO2 molecule, with properties calculated with wB97M-V/def2-TZVPD.

The geometry in XYZ format:
```
16
Properties=species:S:1:pos:R:3:forces:R:3:mulliken_charge:R:1
C 0.9044 0.4884 -1.2200 0.1470 -0.0034 -0.4922 -0.5640
O 1.9865 0.0046 -0.4652 0.2470 -0.0028 -0.0394 -0.4889
C -0.6316 -0.0545 1.7943 0.0074 -0.0491 0.0548 -0.9055
C -0.5912 -0.2643 0.4829 -0.0473 0.0068 0.0382 0.6783
N -0.2906 0.7796 -0.4555 -0.0753 -0.2938 0.2129 0.0269
O -0.0403 2.0003 0.2304 -0.1140 0.2518 -0.0285 -0.4777
C -0.8721 -1.6051 -0.1627 0.1019 0.2075 0.1229 -1.1184
H 2.4882 0.7377 -0.0967 -0.1493 0.0406 0.0852 0.3170
H 0.6769 -0.2933 -1.9470 -0.0865 0.1531 0.0710 0.3884
H 1.1591 1.4106 -1.7457 -0.0084 -0.1033 -0.0416 0.3426
H -0.4244 0.9190 2.2273 -0.0643 -0.2496 -0.1105 0.2902
H -0.8435 -0.8850 2.4582 -0.0905 0.1163 -0.0765 0.2558
H -0.6970 2.6099 -0.1370 0.1315 -0.2389 0.1062 0.3511
H -1.8096 -1.5781 -0.7320 0.1885 0.0307 0.0883 0.2601
H -0.9472 -2.3711 0.6134 -0.0444 0.1424 -0.1326 0.3417
H -0.0675 -1.8986 -0.8447 -0.1432 -0.0083 0.1416 0.3026
```
Positions in Å, forces in eV/Å.

Summary:
HOMO level	-0.3175	Ha
charge	0
SMILES	C=C(C)N(O)CO
relative energy (zero: lowest compared OMol25 entry of this formula, charge and spin)	76.66	kcal per mole

=====

Below is a single C4H9NO2 molecule, with properties calculated with wB97M-V/def2-TZVPD.

The geometry in XYZ format:
```
16
Properties=species:S:1:pos:R:3:forces:R:3:mulliken_charge:R:1
C -2.2925 0.7646 0.9331 0.0068 0.0523 0.0326 -1.0572
C -1.6710 -0.4643 0.2792 -0.1255 -0.0793 0.0652 -0.4306
N -0.5477 -0.1486 -0.5840 0.2245 0.0260 0.0056 -0.1338
C 0.7246 -0.1248 -0.1091 -0.1139 -0.1117 0.1843 0.6448
O 1.0459 -0.2990 1.0494 -0.1226 0.0177 -0.3989 -0.6126
O 1.6022 0.1051 -1.1171 -0.1134 -0.0355 0.0562 -0.3871
C 2.9614 -0.1612 -0.7790 0.2783 -0.0379 0.0316 -0.6145
H -2.6695 1.4645 0.1791 0.0612 -0.1016 0.1136 0.2834
H -3.1259 0.4749 1.5828 0.1184 0.0361 -0.1026 0.3285
H -1.5440 1.2784 1.5436 -0.1068 -0.0480 -0.0817 0.3041
H -1.3125 -1.1557 1.0485 -0.0498 0.1090 -0.1191 0.2846
H -2.4130 -0.9984 -0.3247 0.0999 0.0829 0.0932 0.3590
H -0.6772 -0.0378 -1.5762 0.0318 -0.0041 0.1237 0.2455
H 3.5608 0.1854 -1.6221 -0.1294 -0.0247 0.1224 0.2191
H 3.2526 0.3545 0.1380 -0.0653 -0.0282 -0.1323 0.2808
H 3.1059 -1.2375 -0.6415 0.0057 0.1470 0.0063 0.2859
```
Positions in Å, forces in eV/Å.

Summary:
HOMO level	-0.3579	Ha
charge	0
SMILES	CCNC(=O)OC
relative energy (zero: lowest compared OMol25 entry of this formula, charge and spin)	10.35	kcal per mole

=====

Below is a molecular structure, C4H9NO2, with properties calculated with wB97M-V/def2-TZVPD.

The geometry in XYZ format:
```
16
Properties=species:S:1:pos:R:3:forces:R:3:mulliken_charge:R:1
C -1.5591 0.5956 0.6635 2.9543 -2.1143 5.6572 -1.0896
O -2.7516 0.5790 0.0024 1.5321 2.6397 -2.9883 -0.4832
C -0.5478 -0.4482 0.1224 0.3366 0.2115 -0.1815 0.5175
C 0.8453 -0.1936 0.7486 -0.9330 0.1763 -0.7707 -0.6890
C 2.0609 -0.4881 -0.1177 -0.4189 -0.8242 -0.5542 0.0118
O 3.0742 0.1425 0.0040 0.2207 0.0648 0.0471 -0.4831
N -0.4116 -0.4630 -1.3439 -1.0046 0.4831 0.0051 -0.7757
H -1.7509 0.3356 1.7243 0.3191 -0.1220 -0.1125 0.3828
H -1.0449 1.5803 0.8004 -0.4073 0.0232 -0.6715 0.4033
H -2.0476 1.1647 -0.5111 -4.3016 -0.4097 -1.9414 0.3978
H -1.0152 -1.3789 0.4340 0.4081 -0.4643 -0.2241 0.3114
H 0.8921 -0.7352 1.6972 0.3579 0.5346 0.1039 0.3928
H 0.8785 0.9022 0.8039 0.3602 -0.1769 0.9393 0.1826
H 1.9659 -1.2738 -0.9213 0.0454 0.3722 0.6621 0.3619
H -1.3470 -0.6059 -1.7236 0.1121 -0.3513 -0.0836 0.3181
H -0.1953 0.4747 -1.6870 0.4191 -0.0429 0.1131 0.2406
```
Positions in Å, forces in eV/Å.

Summary:
HOMO level	-0.3519	Ha
charge	0
relative energy (zero: lowest compared OMol25 entry of this formula, charge and spin)	86.74	kcal per mole

=====

Q: Among the records above, which one has the lowest relative energy (zero: lowest compared OMol25 entry of this formula, charge and spin)?
A: number 5

=====

Q: What is the formula in the sixth record?
A: C4H9NO2